Record 1
Below is one molecule with the formula C5H7N3 in a non-equilibrium geometry, with properties calculated with the ωB97M-V functional and the def2-TZVPD basis.

Properties
* HOMO level (spin up / spin down): -7.214 / -7.211 eV
* multiplicity: 1
* max |F|: 4.31 eV/Å
* frontier orbital gap (spin up / spin down): 6.910 / 6.912 eV

```
15
Properties=species:S:1:pos:R:3:forces:R:3
C 2.582960 -0.138421 0.012133 -0.1 2.0 -0.5
C 2.081328 -1.453655 0.015132 2.8 -1.8 -2.0
C 0.292068 0.593629 0.158201 2.2 0.5 0.1
C -0.073377 -0.843800 0.069526 -3.8 1.4 -0.6
C -2.419164 -0.371159 -0.075792 -0.6 -3.9 1.7
N 1.613222 0.891870 0.033472 0.7 -1.5 0.6
N 0.851514 -1.786618 -0.092977 1.4 -1.1 0.9
N -1.282851 -1.290599 -0.029090 -0.4 0.6 -0.1
H 3.623535 0.161233 -0.280006 -1.3 -0.4 0.6
H 2.791626 -2.372629 -0.225964 -0.9 2.3 0.9
H -0.351063 1.451680 0.371886 0.0 -0.6 -0.4
H -2.372087 0.272852 0.778963 -0.8 0.5 0.7
H -2.463394 0.169904 -0.930120 0.3 2.1 -2.9
H -3.374220 -1.044585 -0.190362 1.6 1.4 1.0
H 2.004684 1.875072 0.061050 -1.1 -1.6 -0.1
```
Forces are in eV/Å.



Record 2
Below is one molecule with the formula C5H7N3 in a non-equilibrium geometry, with properties calculated with the ωB97M-V functional and the def2-TZVPD basis.

Properties
* HOMO level: -8.388 eV
* multiplicity: 1
* max |F|: 3.81 eV/Å
* frontier orbital gap: 9.085 eV

```
15
Properties=species:S:1:pos:R:3:forces:R:3
C -0.065649 1.520661 -1.885520 2.3 -0.4 0.6
C -0.345554 0.897341 -0.591386 0.7 1.6 3.1
N 0.584714 1.181579 0.298248 -2.6 -2.5 -1.3
N 0.378419 0.491378 1.489770 0.8 -0.1 3.0
C 0.125373 -0.856525 1.771508 2.3 1.5 1.7
C -0.111058 -1.931078 1.030511 -0.6 -1.8 -2.0
C -0.394465 -1.823862 -0.408729 0.5 0.4 -1.6
N -0.515077 -1.571377 -1.554505 0.1 -1.4 2.9
H 1.060862 1.782543 -1.861061 -1.9 -0.4 -0.3
H -0.236328 0.680793 -2.520876 -0.3 0.1 -1.6
H -0.631451 2.417926 -1.990282 -0.7 0.4 -0.7
H -1.337181 0.357004 -0.332025 1.9 1.1 -0.5
H 0.968404 0.924635 2.242493 -1.1 -0.7 -1.2
H 0.443907 -1.121023 2.838492 -0.7 0.8 -1.5
H 0.075085 -2.949995 1.473360 -0.7 1.3 -0.6
```
Forces are in eV/Å.



Record 3
Below is one molecule with the formula C5H7N3 in a non-equilibrium geometry, with properties calculated with the ωB97M-V functional and the def2-TZVPD basis.

Properties
* HOMO level: -8.399 eV
* multiplicity: 1
* max |F|: 2.89 eV/Å
* frontier orbital gap: 9.395 eV

```
15
Properties=species:S:1:pos:R:3:forces:R:3
H 2.543911 -0.992741 1.174643 -0.1 0.1 -0.2
N 1.849015 -0.768403 1.884700 -0.1 -0.7 0.0
C 0.855391 -0.163206 1.434997 0.2 1.6 0.0
C -0.344232 0.587564 1.748712 -0.2 0.0 0.1
N 0.368805 0.669540 0.424428 0.4 -0.3 1.2
C -0.191472 0.247079 -0.801635 -0.8 -2.7 0.7
N -0.462514 1.318095 -1.637889 0.1 0.6 -2.0
C -1.021517 -0.937021 -0.999206 1.0 -0.1 1.0
C 0.166896 -1.510701 -0.885001 -0.9 1.5 -1.0
H -1.285502 0.049299 1.765856 -0.1 -0.1 0.0
H -0.295530 1.495060 2.338607 -0.1 0.0 0.1
H 0.030205 1.408703 -2.514819 -0.1 0.1 0.3
H -0.752186 2.180141 -1.197077 0.6 -0.1 0.0
H -1.986163 -1.148956 -1.428382 -0.4 0.1 0.2
H 0.524894 -2.434452 -1.307933 0.5 0.0 -0.4
```
Forces are in eV/Å.